Below is C4H10F6LiN3O14S6 as an isolated structure, with properties calculated with the ωB97M-V functional and the def2-TZVPD basis.

```
44
Properties=species:S:1:pos:R:3:forces:R:3
Li -12.655 -17.644 17.957 0.810 -0.341 -0.372
N -14.582 -17.372 17.546 0.480 2.281 -3.312
S -15.653 -18.240 16.834 -4.844 -7.203 0.004
O -15.348 -19.114 15.654 -0.260 2.876 2.306
O -16.984 -17.665 16.912 1.436 -0.737 -0.341
F -15.705 -19.427 17.953 0.197 0.722 -0.008
S -14.525 -16.377 16.120 3.402 5.152 -2.175
O -15.726 -15.643 15.672 2.392 -2.040 1.328
O -13.595 -16.885 15.103 -2.024 0.175 1.847
F -13.589 -15.190 16.747 -1.191 -1.317 -0.096
N -11.831 -16.717 19.590 -1.187 -3.561 3.455
S -12.492 -15.409 20.099 -0.658 6.601 -2.073
O -12.234 -14.950 21.470 -0.688 -1.270 -1.973
O -13.807 -15.256 19.476 2.011 0.863 1.463
F -11.468 -14.501 19.228 -1.079 -0.079 0.708
S -12.643 -17.625 20.801 1.055 -4.265 0.903
O -14.059 -17.345 20.945 1.904 -0.401 0.523
O -11.803 -18.085 21.912 -1.513 1.749 -1.501
F -12.676 -19.029 19.978 -0.099 0.542 -0.592
N -8.557 -16.555 17.951 -1.534 -0.800 -3.716
S -8.440 -15.224 17.113 0.404 7.748 0.899
O -9.692 -14.432 16.997 1.930 -2.314 -0.460
O -7.499 -15.056 16.015 -0.625 -0.806 1.465
F -7.738 -14.321 18.303 0.188 -0.956 -0.387
S -9.484 -17.243 16.667 -0.269 -3.959 -0.288
O -9.015 -17.095 15.275 -1.491 0.071 3.025
O -10.917 -17.258 16.969 2.347 -0.050 -0.735
F -8.935 -18.760 16.983 -0.867 1.084 0.096
C -9.050 -20.642 14.054 -0.966 0.201 1.058
O -10.202 -20.022 14.817 3.175 -0.428 -1.006
C -11.236 -20.928 15.032 -0.217 -0.222 -0.031
C -12.400 -20.386 15.811 0.074 1.007 -0.573
O -12.121 -19.974 17.164 -0.133 -0.467 -0.137
C -11.900 -21.057 18.089 0.345 0.257 -0.257
H -8.260 -19.940 13.788 -0.513 0.607 0.596
H -9.265 -21.145 13.111 -1.132 0.237 -0.241
H -8.579 -21.451 14.613 -0.094 0.115 0.666
H -11.003 -21.812 15.627 1.053 -0.667 -0.743
H -11.580 -21.058 14.006 -0.735 -1.356 0.083
H -13.197 -21.127 15.733 -0.120 -0.220 0.429
H -12.737 -19.576 15.164 -0.349 0.809 1.053
H -11.289 -21.845 17.649 -0.290 -0.233 -0.286
H -12.825 -21.444 18.516 -0.256 -0.101 -0.371
H -11.302 -20.752 18.948 -0.067 0.695 -0.233
```
Forces are in eV/Å.

- Orbital gap: 8.8184 eV
- Electronic energy: -118964.20015 eV
- Energy relative to the best compared isomer or geometry (same formula, charge and spin): 118.47 kcal/mol
- E_HOMO: -4.6 eV
- Total charge: -2
- Max |F|: 8.7 eV Å⁻¹

Need the natural (NBO) charges? In units of e they are: 0.866 -1.073 2.356 -0.903 -0.899 -0.524 2.288 -0.847 -0.876 -0.481 -1.110 2.401 -0.904 -0.901 -0.489 2.331 -0.861 -0.892 -0.531 -0.986 2.339 -0.910 -0.913 -0.537 2.333 -0.854 -0.931 -0.509 -0.259 -0.526 -0.092 -0.084 -0.552 -0.253 0.206 0.156 0.163 0.147 0.169 0.174 0.228 0.157 0.177 0.205

Below is an isolated ion of composition C4H10FIN and charge +1, with properties calculated with the ωB97M-V functional and the def2-TZVPD basis.

```
17
Properties=species:S:1:pos:R:3:forces:R:3
C -1.997 2.108 0.962 0.913 1.313 0.488
C 0.834 -1.915 -0.274 1.540 -2.373 -1.224
C -0.399 0.165 0.146 -4.448 0.959 2.659
C -1.948 1.032 -0.050 1.873 -2.422 -0.948
N -0.118 -0.886 -0.798 2.339 -0.116 -2.390
F -1.942 1.530 -1.323 0.311 0.091 0.161
I -3.659 -0.384 -0.050 0.981 0.436 0.191
H -2.722 2.893 0.721 -0.219 -0.491 -0.254
H -0.983 2.693 0.794 -1.710 -1.205 1.246
H -2.316 1.704 1.973 1.188 0.652 -1.032
H 0.377 -2.877 0.097 -0.036 1.663 0.445
H 1.436 -2.388 -1.162 -0.912 1.421 1.420
H 1.512 -1.351 0.385 -0.244 -0.878 -0.036
H -0.513 -0.329 1.159 0.089 0.522 -1.126
H 0.328 0.923 0.259 1.045 0.595 -0.499
H 0.446 -0.592 -1.668 -1.820 0.244 1.367
H -0.985 -1.298 -1.088 -0.889 -0.409 -0.470
```
Forces are in eV/Å.

- Orbital gap: 10.0892 eV
- Electronic energy: -16610.12344 eV
- Energy relative to the best compared isomer or geometry (same formula, charge and spin): 18.04 kcal/mol
- E_HOMO: -13.5 eV
- Total charge: +1
- Max |F|: 5.3 eV Å⁻¹
- SMILES string: C[NH2+]C[C@@](C)(F)I

Need the natural (NBO) charges? In units of e they are: -0.740 -0.451 -0.290 0.328 -0.526 -0.367 0.115 0.273 0.243 0.269 0.267 0.247 0.243 0.238 0.239 0.459 0.452

Below is a single C4H10FN molecule, with properties calculated with the ωB97M-V functional and the def2-TZVPD basis.

```
16
Properties=species:S:1:pos:R:3:forces:R:3
C 2.196 -0.896 -0.216 1.364 0.140 2.988
C 1.431 0.347 0.400 -0.633 -2.285 -0.220
C 0.019 0.295 -0.313 0.455 2.117 4.562
C -1.067 -0.391 0.512 0.527 1.794 2.970
H 1.897 -1.170 -1.175 -1.059 -0.517 -1.565
H 3.247 -0.680 -0.364 0.368 0.286 0.198
H 2.227 -1.808 0.465 -0.484 1.118 -0.870
H 1.386 0.188 1.563 -0.213 0.665 -2.271
H 1.919 1.299 0.139 -0.204 -0.447 0.210
H 0.048 -0.086 -1.287 0.098 0.172 -1.689
H -1.388 0.563 1.175 0.304 -2.485 -1.239
H -0.744 -1.145 1.259 0.790 0.367 -0.387
H -3.026 -0.546 0.025 -1.799 0.418 0.121
H -2.066 -1.668 -0.791 -0.040 -0.646 -0.303
N -2.152 -0.891 -0.191 0.056 0.077 -1.031
F -0.435 1.685 -0.219 0.468 -0.775 -1.475
```
Forces are in eV/Å.

- Orbital gap: 9.9944 eV
- Electronic energy: -8516.40070 eV
- Energy relative to the best compared isomer or geometry (same formula, charge and spin): 29.48 kcal/mol
- E_HOMO: -8.9 eV
- Max |F|: 5.0 eV Å⁻¹
- SMILES string: CC[C@H](F)CN

Need the natural (NBO) charges? In units of e they are: -0.626 -0.427 0.197 -0.252 0.199 0.214 0.209 0.215 0.227 0.171 0.227 0.174 0.380 0.372 -0.873 -0.405

Below is C4H10GaNO2SbSe4Te as an isolated structure, with properties calculated with the ωB97M-V functional and the def2-TZVPD basis.

```
24
Properties=species:S:1:pos:R:3:forces:R:3
Ga -0.699 -1.579 1.141 -0.226 -0.287 -0.722
Se 1.941 -2.745 4.994 -0.069 0.274 -0.262
Sb 1.639 -1.084 3.285 -0.088 -0.210 0.058
Se -0.940 -0.463 3.107 0.380 0.400 0.383
Se 1.470 -2.339 0.946 0.357 0.056 0.288
Se 3.012 0.883 3.170 -0.198 -0.177 -0.006
N -1.008 -1.114 -1.033 -0.273 0.152 0.333
C -1.568 -2.389 -1.497 -0.139 -0.223 0.078
C -2.541 -2.941 -0.440 -0.014 0.039 -0.290
O -3.443 -3.679 -0.773 0.132 0.090 0.079
O -2.277 -2.545 0.769 -0.157 -0.257 0.090
H -1.689 -0.366 -1.129 0.014 0.052 -0.006
H -0.188 -0.845 -1.560 0.199 -0.028 0.126
H -0.760 -3.119 -1.577 0.063 0.073 -0.048
H -2.078 -2.326 -2.457 -0.005 0.035 0.009
C 1.034 2.072 -2.030 -0.023 0.109 0.122
Te 0.662 1.778 0.069 0.079 0.239 -0.182
C 0.991 3.856 0.488 0.020 -0.170 -0.072
H 2.066 2.384 -2.170 -0.001 -0.033 -0.018
H 0.361 2.833 -2.422 -0.007 -0.037 -0.030
H 0.872 1.138 -2.565 0.006 -0.010 0.009
H 0.352 4.453 -0.158 -0.014 0.008 0.041
H 2.038 4.093 0.311 -0.011 -0.027 0.012
H 0.751 4.044 1.531 -0.024 -0.067 0.008
```
Forces are in eV/Å.

- Orbital gap: 6.4330 eV
- Electronic energy: -337493.45573 eV
- Energy relative to the best compared isomer or geometry (same formula, charge and spin): 15.09 kcal/mol
- E_HOMO: -4.6 eV
- Total charge: -1
- Max |F|: 0.8 eV Å⁻¹

Need the natural (NBO) charges? In units of e they are: 1.196 -0.677 1.078 -0.619 -0.681 -0.698 -0.852 -0.352 0.781 -0.619 -0.824 0.399 0.401 0.230 0.211 -0.895 0.492 -0.867 0.217 0.210 0.208 0.209 0.217 0.237

Below is C4H10I2N as an isolated structure, with properties calculated with the ωB97M-V functional and the def2-TZVPD basis.

```
17
Properties=species:S:1:pos:R:3:forces:R:3
C 0.144 -0.156 1.648 0.916 2.964 -1.781
C -0.196 -0.954 0.382 -0.477 0.106 1.391
C -1.065 -0.544 -1.886 -0.420 1.848 -1.718
C -3.374 0.333 -0.796 -0.241 -0.382 -1.353
N -0.199 -0.020 -0.819 2.031 -0.403 -1.105
I -4.078 -1.354 0.159 0.052 -0.032 0.189
I -3.232 2.141 0.138 0.391 0.134 0.259
H -0.610 0.690 1.769 0.705 -1.102 -0.172
H 0.086 -0.731 2.536 0.328 -0.657 0.728
H 1.161 0.419 1.514 -1.629 -1.442 0.587
H -1.213 -1.320 0.500 -0.321 0.464 -0.296
H 0.321 -1.917 0.262 0.714 0.845 -0.568
H -0.725 -0.388 -2.983 -0.628 0.299 2.171
H -1.418 -1.516 -1.706 -0.419 -1.032 0.524
H -3.909 0.452 -1.748 0.569 -0.122 0.304
H -0.222 0.978 -0.489 -1.434 -0.764 -0.248
H 0.708 0.073 -1.342 -0.137 -0.725 1.089
```
Forces are in eV/Å.

- Orbital gap (spin up / spin down): 7.3146 / 8.3611 eV
- Electronic energy: -21990.46865 eV
- Energy relative to the best compared isomer or geometry (same formula, charge and spin): 78.32 kcal/mol
- E_HOMO (spin up / spin down): -12.1 / -13.2 eV
- Total charge: +1
- Max |F|: 3.6 eV Å⁻¹

Need the natural (NBO) charges? In units of e they are: -0.637 -0.242 -0.151 -0.709 -0.580 0.296 0.313 0.222 0.259 0.222 0.231 0.248 0.228 0.199 0.203 0.453 0.444

Below is C4H10I2N as an isolated structure, with properties calculated with the ωB97M-V functional and the def2-TZVPD basis.

```
17
Properties=species:S:1:pos:R:3:forces:R:3
C 0.047 0.005 1.452 -3.758 -1.854 0.768
C -0.762 1.167 -0.561 -0.670 1.698 -0.497
C -0.931 -1.212 -0.463 3.289 -0.745 -4.036
C 1.367 0.005 -0.553 0.746 0.175 2.564
N -0.100 -0.047 -0.054 1.778 0.701 0.813
I 2.484 1.880 0.099 -0.803 -1.015 -0.361
I 2.582 -1.679 -0.057 -0.513 0.179 -0.060
H 0.196 -0.977 1.955 -0.700 0.129 -1.072
H 0.869 0.482 1.831 1.911 2.049 0.076
H -0.907 0.463 1.804 0.857 -0.429 0.088
H -0.737 2.010 0.163 1.589 -0.103 -0.966
H -0.537 1.312 -1.669 -0.054 0.225 1.783
H -1.816 1.094 -0.445 -1.175 -1.138 -0.455
H -0.904 -1.389 -1.608 -0.129 1.064 1.628
H -0.409 -2.064 -0.169 0.572 -1.542 1.106
H -1.905 -1.210 -0.166 -2.454 0.586 1.277
H 1.462 0.160 -1.558 -0.489 0.017 -2.656
```
Forces are in eV/Å.

- Orbital gap: 8.7891 eV
- Electronic energy: -21992.67437 eV
- Energy relative to the best compared isomer or geometry (same formula, charge and spin): 27.46 kcal/mol
- E_HOMO: -13.2 eV
- Total charge: +1
- Max |F|: 5.3 eV Å⁻¹

Need the natural (NBO) charges? In units of e they are: -0.432 -0.453 -0.411 -0.314 -0.291 0.219 0.282 0.257 0.246 0.232 0.264 0.257 0.241 0.245 0.235 0.243 0.181

Below is C4H10IN3O2S as an isolated structure, with properties calculated with the ωB97M-V functional and the def2-TZVPD basis.

```
21
Properties=species:S:1:pos:R:3:forces:R:3
C 2.789 -1.386 0.301 1.036 -2.320 0.571
C -2.970 0.903 -0.412 1.290 1.011 -1.742
C -1.510 0.813 1.756 1.872 2.555 5.327
C -1.979 0.316 0.567 -2.620 -2.976 -6.431
N 3.203 -2.115 -0.689 0.569 -1.180 5.812
N 3.026 -1.748 1.652 -1.340 2.109 -1.704
N 2.030 -0.273 0.169 -1.154 1.696 0.308
O 0.252 1.078 -0.846 1.394 -1.888 -0.976
O 2.259 0.403 -2.258 -0.477 -1.308 -0.412
S 1.087 -0.123 -1.217 0.167 3.754 0.589
I -1.364 -1.640 -0.025 -0.840 0.356 1.012
H -2.633 1.976 -0.752 0.012 -1.689 0.516
H -2.970 0.252 -1.392 -0.402 1.418 2.075
H -3.987 1.184 -0.067 0.238 -0.852 0.190
H 2.518 1.321 -2.349 -0.343 0.590 0.610
H -0.747 0.371 2.380 0.153 -0.250 -0.408
H -1.837 1.768 2.152 -0.401 -0.086 -0.152
H 2.991 -1.788 -1.537 -0.784 1.832 -3.978
H 3.676 -2.476 1.728 0.690 -1.012 0.748
H 2.486 -1.310 2.419 0.933 -0.900 -1.000
H 1.909 0.442 0.915 0.006 -0.859 -0.956
```
Forces are in eV/Å.

- Orbital gap (spin up / spin down): 6.1789 / 7.0904 eV
- Electronic energy: -31805.19211 eV
- Energy relative to the best compared isomer or geometry (same formula, charge and spin): 0.00 kcal/mol
- E_HOMO (spin up / spin down): -5.7 / -9.2 eV
- 2S+1: 3
- Max |F|: 7.6 eV Å⁻¹

Need the natural (NBO) charges? In units of e they are: 0.573 -0.715 -0.386 -0.057 -0.757 -0.844 -0.877 -0.959 -0.929 1.679 0.128 0.229 0.239 0.223 0.509 0.181 0.186 0.339 0.410 0.401 0.427